# 1
C20H19IN2Pt as an isolated structure. Source: the OMol25 dataset; level of theory: ωB97M-V/def2-TZVPD.

The geometry in ORCA input format:
```
! wB97M-V def2-TZVPD RIJCOSX def2/J DEFGRID3
* xyz 0 3
H -1.10652 1.22898 3.67592
C -0.57770 0.27345 0.61823
C -2.45376 1.49112 2.01529
C 1.30362 0.06168 -3.23506
H -1.83469 -4.12119 -2.62582
C -2.79252 2.50648 4.19519
H -4.06386 1.71706 0.57965
I 2.68401 0.44734 1.22918
H 3.41657 3.25092 -3.05671
C -1.54417 0.83979 1.16192
H 2.90841 2.20552 -5.31234
H 2.65957 -1.13669 4.77998
H -4.57056 3.70175 4.38956
C -2.03890 1.70014 3.34987
C -3.70612 1.96607 1.58755
H 2.01378 -3.20186 2.59170
C -0.80556 -2.46902 -1.73072
H 2.77651 -3.67678 4.11093
H 1.15694 -2.98090 4.12238
C 2.71332 -1.52906 3.77113
H 2.12369 -0.85287 3.14335
H 1.32213 0.25274 -5.34639
H -1.12614 -2.62089 -0.70519
H -5.40945 3.18721 2.09357
C -3.99490 3.05885 3.72472
C -4.45627 2.78093 2.43158
C -0.78780 -2.91375 -4.09729
Pt 0.88632 -0.39492 -0.35112
N 0.07419 -1.45235 -1.91906
H -1.05614 -3.51287 -4.96126
C -0.03048 -1.77148 -4.29596
C 1.71159 0.67016 -4.42216
C 2.80987 2.35123 -3.13609
H 0.20954 -1.35781 -5.27208
C 2.53050 1.78240 -4.38247
H 3.74662 -1.48151 3.43562
H 2.42889 2.21308 -1.00437
N 1.63325 0.59317 -2.02936
H -2.42445 2.69477 5.20295
C 2.13666 -2.93195 3.64147
C 0.44557 -1.08509 -3.17647
C -1.20736 -3.25500 -2.80407
C 2.29578 1.77115 -1.98777
*
```

Computed properties:
HOMO level (alpha / beta), eV: -5.948 / -7.575
Calculated total energy, eV: -35372.6108
LUMO level (alpha / beta), eV: -0.79 / -1.50

# 2
C20H19IrN5O2 as an isolated structure. Source: the OMol25 dataset; level of theory: ωB97M-V/def2-TZVPD.

The geometry in ORCA input format:
```
! wB97M-V def2-TZVPD RIJCOSX def2/J DEFGRID3
* xyz 4 6
H 0.78094 1.98421 2.10839
H -1.21112 2.20312 -2.21259
O 0.49185 -2.63121 1.07374
C -3.06686 -1.49389 -0.26230
H -1.38386 -2.04268 -2.51775
H 5.33989 -2.55861 -2.71875
C -0.73798 0.48246 4.70296
C 1.78730 0.30120 0.31524
C 4.53687 -2.94885 -2.06147
H -4.48511 -2.39709 -1.52648
C 0.12635 3.40292 -0.25405
H 0.43074 2.35593 4.45818
H -5.10053 -1.35268 -0.24728
H 0.65950 5.28258 0.36573
C 0.69588 1.19476 -2.59165
C -1.02688 -0.71510 2.65716
H 0.91445 -2.12552 -3.41501
Ir 0.78274 -0.50827 -1.09218
N -0.23652 0.15129 2.05036
C 0.51213 -1.17523 -3.11983
N 2.53363 -1.65612 -1.34411
C -0.69215 1.25445 -2.38278
C 3.30338 -2.14322 -2.09589
N 0.01774 2.31630 0.16967
C -0.02545 1.47131 4.00753
C 0.23517 1.22585 2.65564
N -2.13023 -0.94772 0.17686
H -1.50081 -1.52298 2.11230
N -0.93915 0.61933 7.28932
C 1.28037 0.01281 -3.11672
C -1.42827 0.11504 -2.38502
C 0.16915 4.81468 -0.49284
H 2.31445 0.03527 -3.40252
H 0.68990 5.08663 -1.41146
H 4.31674 -4.02015 -2.25365
H 1.29055 2.10154 -2.52541
H -0.86014 5.16389 -0.56431
H -4.44950 -2.95356 0.16432
C -4.34582 -2.09401 -0.49379
C -0.86510 0.56828 6.12207
H -2.50841 0.20193 -2.23467
C -1.35475 -0.57067 4.01024
H 4.87304 -2.87835 -1.00017
C -0.80418 -1.12576 -2.59515
C 0.44925 -1.74647 0.31856
H -1.97796 -1.34356 4.46629
O 2.59872 0.60594 1.09329
*
```

Computed properties:
HOMO level (alpha / beta), eV: -18.902 / -22.437
Calculated total energy, eV: -35376.7355
ΔE to the lowest compared entry with this formula, charge and spin, kcal per mole: 51.0
LUMO level (alpha / beta), eV: -13.83 / -17.23

# 3
A 2-piece molecular cluster, C20H19N3 overall. Source: the OMol25 dataset; level of theory: ωB97M-V/def2-TZVPD.

The geometry in ORCA input format:
```
! wB97M-V def2-TZVPD RIJCOSX def2/J DEFGRID3
* xyz 0 1
H -1.74032 -4.94738 0.88749
H -1.56498 1.04124 -0.24443
C 2.88801 3.45887 3.13116
C -0.12615 -3.78989 0.01777
C 1.58181 1.78888 4.43186
N 2.06789 2.25491 3.14038
H -3.11379 -0.24155 -1.76049
C 0.76411 -0.22863 0.82053
H 0.24797 -4.61940 -0.58392
H -1.41716 -0.85472 2.22684
H 1.86337 0.74252 4.61911
H 1.41204 0.02774 -0.02581
C 0.50288 -2.55223 -0.04394
C -0.52121 0.15969 -4.63933
H 0.27816 0.26918 2.86012
C -1.24188 -3.97827 0.85198
H 3.06307 3.74852 4.17013
H -2.57967 -3.05084 2.28744
C 1.69835 1.66746 2.01520
N -1.88164 -2.07451 -6.99442
C -1.77637 -1.44434 -6.01316
C 0.83933 0.55165 1.95916
H 2.37043 4.27156 2.60152
C -1.62525 -0.69067 -4.80009
H 0.48676 1.87676 4.48550
H 0.53286 1.50392 -3.33715
C 0.07588 2.18926 -0.96077
C -1.06205 -1.68737 1.61307
C -2.37908 -0.14702 -2.56213
N 0.88713 3.02457 -0.76848
C -0.32810 0.84128 -3.44859
H 1.37178 -2.38655 -0.68566
H 2.12859 2.05643 1.08361
C -2.57147 -0.80754 -3.76535
H 2.03854 2.42643 5.19340
H 3.85218 3.28683 2.63290
C -1.70860 -2.91734 1.64353
C -1.21769 0.65865 -2.34711
H -3.44884 -1.43902 -3.92458
H 0.19197 0.27208 -5.46012
C 0.06956 -1.48774 0.78649
C -0.90844 1.22659 -1.09366
*
```

Computed properties:
HOMO level, eV: -6.140
Calculated total energy, eV: -25515.5264
ΔE to the lowest compared entry with this formula, charge and spin, kcal per mole: 72.4
LUMO level, eV: -1.61

# 4
C20H19N3O3S in the gas phase. Source: the OMol25 dataset; level of theory: ωB97M-V/def2-TZVPD.

The geometry in ORCA input format:
```
! wB97M-V def2-TZVPD RIJCOSX def2/J DEFGRID3
* xyz 0 1
H 2.06996 -0.12413 0.95485
H 1.92408 -2.03255 0.14648
C -1.64243 -2.98557 -3.98064
C -0.03056 -0.61595 1.32801
C 0.22108 -5.01171 -4.08946
O -1.00537 -0.08489 1.81838
H -1.58170 -2.88108 -0.32899
H 1.80354 -1.89082 -2.36630
N -0.11739 -1.58979 0.39794
C 0.65603 3.30612 2.36592
C 0.89596 2.04131 1.63885
C 0.13797 5.66589 2.22328
H -0.10497 7.33201 6.38299
C 0.03335 6.59372 5.61712
H -1.20044 -0.09662 -1.55279
H -2.36918 -2.18797 -3.98273
C -0.48851 -2.87740 -3.19479
H 0.77636 -3.23826 -0.45634
C 0.43784 4.56268 4.36654
C -1.39826 -1.80448 -0.25252
H 1.35520 -3.88966 -2.69838
C -1.36435 -1.17438 -1.65503
H 1.10629 -0.43419 -1.63698
N -0.27781 -1.72981 -2.43633
C 0.97113 -2.16404 -0.36125
H -2.17113 -1.34012 0.35995
C 0.38114 4.45793 1.61397
H 1.75752 -0.91622 2.54275
N -0.05397 6.84587 4.37170
H 0.96052 -5.79903 -4.12480
O 1.28355 1.04034 2.44776
H -2.76284 -4.13714 -5.37580
C -1.86104 -4.08579 -4.78308
C 0.68339 3.34923 3.75371
H -0.07431 6.55783 1.65648
H -1.10648 -5.97338 -5.47057
H 0.88206 2.45896 4.32707
H 0.36475 4.36621 0.53890
C 1.37943 -0.21282 1.79890
H -2.31945 -1.33939 -2.14765
C -0.93355 -5.11291 -4.84281
O 0.79375 1.90918 0.44167
C 0.44359 -3.91650 -3.27499
S 0.40007 4.94287 6.06299
C 0.16508 5.73263 3.61547
C 0.98009 -1.51622 -1.75947
*
```

Computed properties:
HOMO level, eV: -7.741
Calculated total energy, eV: -42497.3343
ΔE to the lowest compared entry with this formula, charge and spin, kcal per mole: 24.7
SMILES string: O=C(OCC(=O)N1CCN(c2ccccc2)CC1)c1ccc2ncsc2c1
LUMO level, eV: 0.13

# 5
C20H19N3O5 in the gas phase. Source: the OMol25 dataset; level of theory: ωB97M-V/def2-TZVPD.

The geometry in ORCA input format:
```
! wB97M-V def2-TZVPD RIJCOSX def2/J DEFGRID3
* xyz 0 1
C 0.54068 0.41715 5.33717
O -1.48016 3.10737 5.38842
H 1.96729 -1.13714 4.74906
C 0.98995 -0.75357 4.46566
H -1.81089 2.11304 -0.50686
O 0.41287 3.23539 4.18789
O -1.54501 2.31512 2.30400
C -0.71124 -4.25792 -5.19392
C -2.03816 -4.07910 -5.47358
H 1.93095 0.36742 2.85117
H -0.43546 5.05943 3.73205
H 0.82888 1.56905 -3.39373
C -0.17612 1.23290 0.72907
H -1.52378 0.66659 4.64966
C 0.39470 4.65078 4.31064
H 1.91220 -4.23198 -4.49494
C 2.03177 -2.25358 -3.70415
C -0.62729 2.59153 4.72211
C -0.67949 -2.00495 -4.32269
C -2.62793 -2.84322 -5.15417
N -0.09793 0.80618 3.10968
H -0.20859 -5.18875 -5.41905
C 1.35658 -1.05601 -3.42335
H 0.82365 -0.88613 2.27746
C -0.52696 1.08938 4.46944
C 0.98933 -0.14849 3.06346
H -0.84622 2.15818 -3.18159
H -3.67601 -2.66719 -5.36088
O -0.72867 0.19881 -3.52020
C -0.14909 1.34955 -2.94696
H 1.91264 -0.26057 -2.95432
H -2.62867 -4.85979 -5.92814
H 0.27523 4.93908 5.35699
C 0.02148 -3.20914 -4.59958
C 0.02313 -0.91434 -3.72328
H 0.14700 0.10917 6.30278
C -0.66034 1.49550 2.10466
H 1.37126 1.10652 5.49423
N -1.98471 -1.85188 -4.60622
C -0.02282 1.24806 -1.45863
N 0.96733 0.66897 0.42067
H 3.07940 -2.32289 -3.45163
O 1.07109 0.67524 -0.92208
H 1.34539 5.00285 3.91810
H 0.26307 -1.56425 4.52609
C 1.38998 -3.31137 -4.27987
C -0.86033 1.62901 -0.45063
*
```

Computed properties:
HOMO level, eV: -8.331
Calculated total energy, eV: -35755.1619
ΔE to the lowest compared entry with this formula, charge and spin, kcal per mole: 70.3
SMILES string: COC(=O)[C@@H]1CCCN1C(=O)c1cc(COc2cccc3cccnc23)on1
LUMO level, eV: 0.38